Record 1
The following is a DFT calculation (wB97M-V/def2-TZVPD) of 9 unconnected molecules or ions with the total composition C26H76N6O10.

The geometry in XYZ format:
```
118
C26H76N6O10 wB97M-V/def2-TZVPD
C 14.943 -9.514 25.435
O 16.167 -9.367 24.763
C 16.071 -9.595 23.375
C 16.971 -8.643 22.621
C 16.505 -7.199 22.774
N 16.906 -9.088 21.177
H 15.098 -9.403 26.508
H 14.456 -10.482 25.266
H 14.222 -8.732 25.151
H 16.343 -10.635 23.153
H 15.055 -9.445 22.982
H 18.025 -8.725 22.884
H 16.878 -6.568 21.965
H 16.864 -6.793 23.721
H 15.417 -7.094 22.777
H 15.908 -9.091 20.944
H 17.221 -8.285 20.633
C 15.907 -13.371 23.656
O 16.598 -14.190 24.574
C 15.951 -14.287 25.824
C 16.416 -15.539 26.516
C 15.965 -16.841 25.920
N 16.019 -15.449 27.954
H 15.458 -12.497 24.141
H 15.098 -13.906 23.141
H 16.620 -13.047 22.899
H 16.233 -13.410 26.424
H 14.853 -14.268 25.760
H 17.510 -15.423 26.552
H 16.498 -17.679 26.364
H 16.143 -16.896 24.841
H 14.875 -16.908 26.000
H 16.160 -16.350 28.397
H 16.665 -14.818 28.415
C 25.578 -9.477 22.864
O 24.356 -9.603 22.179
C 23.965 -10.950 21.977
C 23.225 -11.022 20.663
C 22.466 -12.294 20.428
N 24.228 -10.844 19.593
H 26.427 -9.756 22.226
H 25.589 -10.085 23.773
H 25.711 -8.426 23.119
H 24.830 -11.620 21.974
H 23.309 -11.267 22.803
H 22.545 -10.158 20.646
H 23.049 -13.215 20.349
H 21.905 -12.303 19.487
H 21.731 -12.507 21.210
H 24.716 -9.971 19.721
H 23.868 -10.984 18.664
C 18.001 -17.563 22.104
O 17.471 -18.877 22.220
C 17.893 -19.496 23.420
C 17.189 -20.830 23.568
C 15.701 -20.691 23.785
N 17.782 -21.526 24.689
H 17.963 -17.288 21.051
H 19.059 -17.523 22.371
H 17.363 -16.943 22.742
H 18.976 -19.695 23.376
H 17.705 -18.837 24.280
H 17.381 -21.356 22.619
H 15.498 -20.254 24.768
H 15.184 -21.653 23.765
H 15.249 -20.057 23.022
H 18.729 -21.836 24.530
H 17.211 -22.292 25.011
C 13.185 -13.840 16.492
O 14.179 -14.306 15.626
C 15.333 -14.817 16.258
C 16.370 -13.753 16.587
C 17.733 -14.416 16.750
N 15.968 -12.896 17.702
H 12.623 -14.663 16.962
H 12.458 -13.278 15.904
H 13.580 -13.191 17.278
H 15.096 -15.414 17.152
H 15.788 -15.466 15.507
H 16.423 -13.142 15.678
H 17.692 -15.200 17.516
H 18.484 -13.723 17.140
H 18.069 -14.794 15.785
H 16.719 -12.258 17.929
H 15.783 -13.470 18.518
C 20.012 -15.398 24.332
O 20.107 -16.214 25.469
C 20.478 -15.524 26.638
C 20.719 -16.528 27.753
C 19.613 -17.556 27.865
N 20.854 -15.757 29.002
H 20.909 -14.766 24.233
H 19.082 -14.841 24.191
H 20.105 -16.043 23.454
H 21.410 -14.970 26.447
H 19.677 -14.836 26.937
H 21.652 -17.065 27.538
H 19.742 -18.115 28.800
H 19.698 -18.268 27.046
H 18.589 -17.181 27.909
H 21.183 -16.388 29.728
H 21.618 -15.091 28.918
O 17.261 -11.863 20.228
C 18.626 -12.049 20.563
C 18.732 -13.300 21.396
O 18.514 -14.454 20.535
H 16.966 -10.974 20.475
H 19.189 -12.257 19.644
H 19.043 -11.152 21.027
H 17.992 -13.343 22.197
H 19.729 -13.522 21.779
H 17.595 -14.365 20.244
O 21.328 -15.214 19.980
H 21.071 -15.075 19.064
H 20.520 -15.034 20.473
O 15.463 -14.963 20.820
H 15.598 -15.691 21.435
H 14.510 -14.839 20.782
```

SMILES: COC[C@H](C)N.COC[C@H](C)N.COC[C@H](C)N.COC[C@H](C)N.COC[C@H](C)N.COC[C@H](C)N.OCCO.O.O
Charge: 0
LUMO energy (eV): 0.35
HOMO level (eV): -8.8
HOMO-LUMO gap (eV): 9.136


Record 2
The following is a DFT calculation (wB97M-V/def2-TZVPD) of 12 unconnected molecules or ions with the total composition C26H76O16.

The geometry in XYZ format:
```
118
C26H76O16 wB97M-V/def2-TZVPD
C 6.924 8.994 12.261
C 7.964 9.908 12.915
C 8.220 10.970 11.887
O 7.598 10.501 14.136
H 6.056 9.493 11.790
H 6.471 8.242 12.879
H 7.490 8.366 11.556
H 8.882 9.372 13.051
H 8.612 10.521 10.952
H 8.905 11.733 12.214
H 7.270 11.484 11.689
H 6.901 10.067 14.588
C 16.852 10.901 16.122
C 15.547 11.317 15.481
C 14.528 10.160 15.318
O 15.022 12.305 16.400
H 16.828 10.385 17.026
H 17.495 11.776 16.265
H 17.379 10.238 15.429
H 15.716 11.734 14.459
H 14.954 9.429 14.625
H 13.571 10.437 14.966
H 14.449 9.640 16.298
H 14.461 11.970 17.081
O 13.788 14.640 9.537
C 12.927 15.434 10.330
C 11.473 15.423 9.950
O 10.837 14.260 10.363
H 13.318 13.827 9.267
H 13.038 15.110 11.340
H 13.159 16.491 10.184
H 11.477 15.581 8.879
H 11.018 16.219 10.531
H 11.201 13.497 9.923
O 12.626 11.725 18.122
C 11.595 12.722 18.373
C 11.218 13.602 17.215
O 10.261 13.025 16.302
H 12.282 11.040 17.498
H 10.737 12.255 18.787
H 11.896 13.376 19.135
H 12.170 13.885 16.675
H 10.699 14.454 17.688
H 9.774 13.623 15.729
O 10.547 9.219 10.723
C 11.607 8.733 9.844
C 13.050 8.864 10.357
O 13.391 10.230 10.661
H 10.800 10.087 11.173
H 11.379 7.663 9.870
H 11.502 9.178 8.838
H 13.783 8.420 9.688
H 13.038 8.183 11.250
H 13.086 10.377 11.581
O 12.789 14.170 14.014
C 12.845 12.757 14.030
C 11.808 12.384 13.044
O 11.635 10.930 12.870
H 13.344 14.615 14.658
H 13.807 12.398 13.680
H 12.714 12.481 15.126
H 12.149 12.724 12.053
H 10.835 12.886 13.295
H 11.531 10.500 13.723
C 16.975 10.517 10.223
C 16.292 11.036 11.475
O 17.076 12.007 12.212
H 17.795 9.860 10.529
H 17.288 11.390 9.686
H 16.292 9.852 9.745
H 15.954 10.242 12.136
H 15.433 11.563 11.202
H 17.992 11.750 12.254
C 9.346 15.942 14.011
C 8.440 14.940 13.505
O 8.554 13.787 14.327
H 9.279 16.912 13.464
H 10.361 15.593 13.996
H 9.078 16.200 15.047
H 8.787 14.631 12.519
H 7.394 15.202 13.540
H 8.261 12.955 13.953
C 15.895 16.757 15.097
C 16.061 15.372 15.744
O 14.751 15.056 16.168
H 15.424 17.558 15.625
H 15.359 16.561 14.110
H 16.912 17.090 14.880
H 16.830 15.355 16.540
H 16.306 14.632 14.960
H 14.732 14.121 16.319
C 18.057 16.132 10.321
C 17.356 15.809 11.612
O 16.275 14.939 11.520
H 18.922 16.736 10.388
H 17.328 16.574 9.701
H 18.315 15.178 9.864
H 16.985 16.759 11.914
H 18.060 15.545 12.467
H 16.473 13.946 11.744
C 12.107 11.187 6.806
C 11.233 11.661 7.920
O 11.889 12.337 8.942
H 12.919 10.567 7.198
H 12.521 12.029 6.278
H 11.537 10.584 6.127
H 10.757 10.823 8.321
H 10.478 12.347 7.534
H 12.360 11.638 9.405
C 11.014 8.283 15.058
C 10.157 9.445 15.588
O 11.103 10.520 15.858
H 11.629 7.971 15.900
H 11.653 8.595 14.240
H 10.380 7.417 14.770
H 9.674 9.129 16.494
H 9.462 9.845 14.887
H 10.588 11.397 15.984
```

SMILES: CC(C)O.CC(C)O.OCCO.OCCO.OCCO.OCCO.CCO.CCO.CCO.CCO.CCO.CCO
Charge: 0
LUMO energy (eV): 0.52
HOMO level (eV): -9.1
HOMO-LUMO gap (eV): 9.574


Calculated largest force on an atom, 0.0396; 0.0573 Eh/bohr (same order as the records).
Calculated energy relative to the best compared isomer or geometry (same formula, charge and spin), 0.0000; 0.0000 eV (same order as the records).